DFT (ωB97M-V/def2-TZVPD) results for a molecular structure, C35H78BrNO4Ta in a non-equilibrium geometry.

Values from the calculation:
calculated total energy	-118822.5004	eV
orbital gap	6.97	eV
total charge	-1

Atoms and positions in Å:
Br: 4.54 -9.19 2.87
C: 4.16 -7.52 1.78
C: 2.71 -7.61 1.11
C: 2.45 -6.44 0.00
Ta: 1.35 -4.60 0.88
C: 1.44 -3.39 -1.09
C: -0.01 -3.08 -1.73
C: -0.22 -1.56 -2.22
C: -0.95 -0.62 -1.10
C: 0.12 -0.43 0.07
C: -0.26 0.67 1.18
C: 0.99 1.18 2.06
C: 1.97 0.01 2.55
C: 3.12 -0.36 1.46
C: 4.48 -0.90 2.13
C: 5.26 -1.86 1.08
C: 6.34 -1.01 0.25
N: 7.70 -1.61 0.19
C: 8.89 -0.88 0.62
C: 10.05 -1.87 0.34
C: 9.45 -3.19 -0.27
C: 7.92 -2.94 -0.33
H: 4.98 -7.52 0.98
H: 4.27 -6.64 2.50
H: 2.66 -8.63 0.57
H: 1.91 -7.62 1.92
H: 3.48 -6.10 -0.37
H: 1.81 -6.94 -0.82
H: -0.31 -5.28 0.43
H: 1.20 -5.57 2.48
H: 3.03 -3.98 1.46
H: 0.54 -3.20 1.80
H: 2.07 -2.42 -1.02
H: 2.00 -4.05 -1.86
H: -0.12 -3.75 -2.66
H: -0.82 -3.31 -0.95
H: 0.82 -1.09 -2.40
H: -0.80 -1.48 -3.21
H: -1.21 0.35 -1.66
H: -1.90 -1.18 -0.77
H: 0.36 -1.43 0.56
H: 1.10 -0.06 -0.43
H: -1.07 0.21 1.86
H: -0.71 1.59 0.65
H: 1.61 1.99 1.55
H: 0.55 1.66 3.01
H: 2.55 0.36 3.49
H: 1.41 -0.94 2.88
H: 2.68 -1.23 0.85
H: 3.27 0.49 0.71
H: 5.10 0.04 2.40
H: 4.31 -1.48 3.09
H: 4.50 -2.27 0.34
H: 5.71 -2.76 1.63
H: 6.45 0.07 0.64
H: 5.95 -0.91 -0.83
H: 8.90 0.17 1.04
H: 11.15 -1.66 0.56
H: 9.98 -4.13 -0.62
H: 7.06 -3.60 -0.69
C: -5.17 0.89 -0.22
C: -4.11 1.60 0.61
O: -3.64 2.80 0.00
C: -4.61 3.81 -0.24
C: -5.30 4.30 1.02
H: -4.78 0.65 -1.21
H: -5.47 -0.04 0.28
H: -6.06 1.50 -0.35
H: -3.24 0.94 0.71
H: -4.47 1.81 1.62
H: -5.34 3.46 -0.98
H: -4.08 4.65 -0.70
H: -5.85 3.50 1.52
H: -6.01 5.10 0.78
H: -4.57 4.68 1.73
C: -8.74 -3.34 -1.89
C: -9.21 -2.12 -1.12
O: -8.38 -0.98 -1.29
C: -8.24 -0.49 -2.61
C: -9.56 -0.07 -3.24
H: -7.72 -3.60 -1.60
H: -9.39 -4.19 -1.70
H: -8.73 -3.16 -2.97
H: -9.21 -2.36 -0.05
H: -10.25 -1.87 -1.37
H: -7.73 -1.23 -3.24
H: -7.58 0.38 -2.56
H: -10.26 -0.90 -3.33
H: -9.39 0.34 -4.24
H: -10.04 0.70 -2.63
C: -7.95 3.87 -3.51
C: -8.60 3.79 -2.13
O: -8.35 4.93 -1.32
C: -8.81 6.18 -1.83
C: -10.31 6.23 -2.06
H: -6.87 4.01 -3.41
H: -8.14 2.96 -4.07
H: -8.34 4.71 -4.09
H: -8.18 2.94 -1.60
H: -9.67 3.61 -2.21
H: -8.26 6.44 -2.74
H: -8.54 6.94 -1.08
H: -10.63 5.49 -2.80
H: -10.61 7.21 -2.41
H: -10.85 6.01 -1.13
C: 10.00 4.09 4.12
C: 10.77 3.07 3.30
O: 10.06 2.62 2.16
C: 9.70 3.61 1.20
C: 10.89 4.34 0.61
H: 9.04 3.68 4.45
H: 10.58 4.38 5.01
H: 9.79 5.00 3.56
H: 10.96 2.19 3.92
H: 11.75 3.46 3.01
H: 8.98 4.31 1.63
H: 9.17 3.08 0.40
H: 11.45 4.89 1.37
H: 10.56 5.06 -0.14
H: 11.58 3.63 0.14

=====

DFT (ωB97M-V/def2-TZVPD) results for a molecular structure, C35H78I2NO19S6 in a non-equilibrium geometry.

Values from the calculation:
calculated total energy	-159151.7542	eV
orbital gap (alpha / beta)	8.28 / 8.20	eV
spin multiplicity	2

Atoms and positions in Å:
C: 3.09 2.42 3.65
C: 3.16 2.13 2.01
C: 2.88 3.57 1.28
C: 1.37 3.76 0.67
C: 0.14 3.35 1.69
C: -1.35 3.46 0.94
C: -1.44 4.68 -0.13
I: -1.95 4.47 -2.29
C: -1.19 6.12 0.27
C: -0.74 6.61 1.77
I: -1.40 7.76 -1.23
C: -1.62 1.95 0.35
C: -2.46 0.95 1.35
C: -1.68 0.51 2.72
C: -2.66 -0.47 0.48
N: -3.86 1.42 1.68
O: -4.76 0.95 0.78
C: -3.98 2.92 1.61
C: -4.64 3.50 0.21
C: -5.07 3.34 2.81
C: -2.58 3.72 2.05
H: 2.49 1.61 4.23
H: 2.47 3.44 3.76
H: 4.17 2.63 4.05
H: 2.33 1.31 1.79
H: 4.18 1.63 1.69
H: 3.21 4.48 1.99
H: 3.62 3.63 0.35
H: 1.31 4.88 0.27
H: 1.26 3.07 -0.29
H: 0.38 2.27 2.09
H: 0.08 4.04 2.66
H: -1.55 6.48 2.61
H: -0.51 7.78 1.74
H: 0.31 6.11 2.04
H: -2.14 1.90 -0.69
H: -0.55 1.44 0.21
H: -1.93 1.29 3.59
H: -0.52 0.35 2.60
H: -2.18 -0.51 3.08
H: -1.58 -0.97 0.47
H: -3.36 -1.24 1.02
H: -2.93 -0.27 -0.64
H: -4.47 4.66 0.10
H: -5.80 3.28 0.17
H: -4.14 2.98 -0.74
H: -5.29 4.51 2.80
H: -6.06 2.70 2.66
H: -4.59 3.01 3.82
H: -2.21 3.45 3.12
H: -2.91 4.87 2.07
O: 3.88 3.52 -4.42
S: 3.27 2.49 -3.60
O: 3.73 2.21 -2.25
O: 3.22 1.10 -4.44
C: 4.44 0.56 -4.94
C: 5.29 -0.03 -3.83
C: 1.52 2.79 -3.53
H: 5.00 1.33 -5.50
H: 4.18 -0.23 -5.65
H: 5.62 0.74 -3.13
H: 6.18 -0.52 -4.24
H: 4.71 -0.76 -3.26
H: 1.15 2.97 -4.54
H: 1.36 3.67 -2.90
H: 1.03 1.92 -3.08
O: 1.37 -3.10 -8.89
S: 1.18 -2.06 -7.91
O: 2.09 -1.87 -6.80
O: -0.34 -2.16 -7.32
C: -0.76 -3.38 -6.73
C: -0.12 -3.59 -5.37
C: 1.00 -0.50 -8.75
H: -0.55 -4.22 -7.40
H: -1.85 -3.33 -6.61
H: 0.96 -3.71 -5.45
H: -0.52 -4.48 -4.88
H: -0.30 -2.72 -4.72
H: 0.29 -0.62 -9.57
H: 1.98 -0.23 -9.15
H: 0.67 0.25 -8.04
O: 2.15 -3.87 -1.79
S: 2.67 -2.86 -0.89
O: 3.98 -2.27 -1.08
O: 2.57 -3.42 0.64
C: 3.21 -4.65 0.96
C: 4.71 -4.50 1.03
C: 1.49 -1.55 -0.75
H: 2.92 -5.43 0.25
H: 2.84 -4.96 1.95
H: 5.13 -4.25 0.04
H: 5.19 -5.42 1.36
H: 4.99 -3.68 1.71
H: 0.50 -1.98 -0.56
H: 1.49 -1.00 -1.69
H: 1.78 -0.89 0.07
O: 5.21 -9.56 2.91
S: 6.37 -9.63 2.04
O: 6.93 -8.46 1.40
O: 6.10 -10.77 0.90
C: 4.96 -10.64 0.07
C: 5.12 -9.53 -0.95
C: 7.68 -10.46 2.90
H: 4.06 -10.49 0.67
H: 4.83 -11.60 -0.46
H: 5.19 -8.55 -0.47
H: 4.28 -9.51 -1.64
H: 6.05 -9.67 -1.53
H: 7.29 -11.37 3.36
H: 8.05 -9.78 3.67
H: 8.48 -10.69 2.19
O: -5.21 9.15 3.37
S: -3.84 9.24 3.86
O: -2.98 8.08 3.94
O: -3.85 10.00 5.30
C: -4.63 9.45 6.35
C: -4.02 8.18 6.92
C: -2.99 10.50 2.94
H: -5.66 9.27 6.01
H: -4.68 10.20 7.15
H: -4.01 7.38 6.17
H: -4.58 7.82 7.78
H: -2.98 8.36 7.21
H: -3.61 11.39 2.89
H: -2.82 10.11 1.93
H: -2.03 10.70 3.42
O: -4.33 -5.81 -1.72
S: -4.52 -4.77 -0.74
O: -3.61 -4.58 0.37
O: -6.04 -4.87 -0.15
C: -6.46 -6.09 0.45
C: -5.82 -6.30 1.81
C: -4.70 -3.21 -1.58
H: -6.25 -6.93 -0.22
H: -7.55 -6.04 0.57
H: -4.74 -6.42 1.72
H: -6.22 -7.19 2.29
H: -6.00 -5.43 2.45
H: -5.41 -3.33 -2.39
H: -3.72 -2.94 -1.97
H: -5.03 -2.46 -0.86